1.
Density functional theory data (wB97M-V/def2-TZVPD) for a cluster of 13 separate species, C46H69BF3O29S3 in total at a distorted geometry.

```
151
Properties=species:S:1:pos:R:3:forces:R:3
O 2.53704 -2.82020 0.80531 0.18 -0.13 -0.19
C 1.94472 -1.78511 0.73305 -0.14 -0.23 0.35
O 0.63317 -1.64264 0.65159 -0.39 0.42 -0.06
B 0.30597 -0.20579 0.70345 0.01 0.31 -0.22
O 1.58453 0.47618 1.03384 -0.16 -0.12 -0.53
C 2.56337 -0.39113 0.88701 0.18 -0.02 0.65
O 3.73383 -0.18328 1.02226 0.33 0.21 -0.19
O -0.71589 0.16496 1.68799 0.38 -0.33 0.19
C -1.62455 0.91608 1.11375 -0.51 0.34 0.04
O -2.50057 1.52894 1.65437 -0.16 -0.26 0.12
C -1.34453 0.95100 -0.39363 0.55 0.57 0.06
O -0.21946 0.30900 -0.59442 0.18 -0.55 -0.03
O -1.97114 1.57385 -1.20406 -0.26 -0.05 -0.15
F -2.46071 -2.15394 0.30973 -0.03 0.50 0.03
C -3.45253 -2.10431 -0.60728 -0.47 -0.52 -0.19
C -4.08347 -0.93508 -0.96260 0.27 -0.35 0.00
C -5.06657 -1.01193 -1.95952 0.39 1.49 1.12
C -5.45536 -2.19048 -2.53200 0.08 -0.12 0.52
C -4.83670 -3.36053 -2.07512 -0.81 -0.26 -1.14
C -3.83702 -3.32985 -1.14029 0.45 0.33 0.72
H -3.82131 0.00682 -0.49832 -0.05 0.00 -0.10
H -5.50940 -0.04106 -2.15463 -0.33 -0.27 -0.52
H -6.28904 -2.17314 -3.21947 0.16 -0.32 -0.20
H -5.18050 -4.28623 -2.52221 0.21 -0.17 0.25
H -3.35026 -4.18992 -0.69785 -0.09 -0.26 -0.42
F -5.41227 0.96994 -5.16462 -0.23 0.01 0.01
C -4.22590 1.60229 -5.21645 0.57 0.61 0.56
C -3.72995 2.23046 -4.07401 -0.21 0.10 -0.03
C -2.48744 2.83350 -4.12666 0.48 0.56 -0.74
C -1.78048 2.88072 -5.33047 0.46 -0.88 -0.20
C -2.25828 2.20655 -6.44325 -0.72 0.78 0.40
C -3.50501 1.59575 -6.38247 -0.28 0.59 -0.94
H -4.29387 2.29813 -3.15305 -0.12 -0.34 -0.03
H -2.03019 3.31198 -3.27359 -0.30 -0.08 0.24
H -0.79232 3.31286 -5.42950 -0.07 0.25 0.40
H -1.71980 2.23596 -7.38066 0.02 -0.05 0.01
H -3.91766 1.19331 -7.29919 -0.10 -0.29 0.30
F 6.55417 5.43834 -1.53343 -0.18 -0.01 -0.14
C 6.88152 4.22041 -1.05710 0.29 -0.71 0.33
C 5.89511 3.37341 -0.56311 -0.16 1.09 -0.06
C 6.24819 2.15899 -0.01273 0.27 -0.51 -0.63
C 7.58453 1.75193 -0.05460 -0.46 -0.21 0.45
C 8.55743 2.62532 -0.48600 0.19 -0.22 -1.00
C 8.20829 3.84180 -1.05662 0.06 0.55 0.34
H 4.87779 3.74178 -0.62289 -0.09 -0.24 0.16
H 5.49020 1.46316 0.32443 -0.05 0.09 0.08
H 7.83351 0.73294 0.21086 0.08 0.11 0.31
H 9.58911 2.30293 -0.56081 0.01 0.01 0.20
H 8.95784 4.51525 -1.45229 -0.02 0.01 0.00
C -5.24617 0.51971 3.34137 0.56 0.33 0.11
S -6.72446 0.66724 4.36499 -1.56 -1.10 0.04
O -7.22931 2.04708 4.58783 0.75 -0.57 0.10
C -6.02028 0.06369 5.93814 0.69 0.97 -0.50
H -4.89472 -0.50360 3.48969 0.02 0.01 0.04
H -4.43829 1.22373 3.54952 -0.04 -0.03 0.36
H -5.48553 0.64097 2.28536 -0.41 0.01 0.10
H -5.27304 0.83219 6.15683 0.19 -0.23 0.27
H -5.56048 -0.91439 5.81767 -0.03 0.02 -0.07
H -6.74855 0.07246 6.74409 -0.33 -0.01 -0.31
C -4.27618 5.96235 4.18493 -0.08 -0.19 -0.38
S -4.95118 4.28339 3.96679 -1.75 -0.07 0.08
O -6.45326 4.39658 3.80572 1.80 0.70 -0.10
C -4.23924 3.96283 2.34436 0.87 0.61 0.11
H -3.20668 5.92266 4.38433 0.05 -0.11 -0.28
H -4.74030 6.47450 5.02435 -0.35 -0.30 -0.01
H -4.49731 6.47009 3.24795 0.18 0.32 0.12
H -3.15702 4.01260 2.48935 -0.03 -0.36 0.10
H -4.43854 4.72915 1.59365 -0.58 0.02 0.18
H -4.48765 2.96811 1.99639 -0.18 0.01 0.08
C 2.31669 2.34294 3.63161 -0.17 -0.15 -0.55
S 2.52202 1.12931 4.98159 1.35 -0.11 0.45
O 1.74978 1.53989 6.18479 -0.48 0.20 -0.37
C 1.83007 -0.38638 4.26578 -0.40 1.00 -0.90
H 1.29211 2.56658 3.32875 -0.15 -0.04 0.45
H 2.82071 2.04827 2.70720 0.10 -0.61 0.25
H 2.85280 3.24474 3.92523 -0.23 0.01 0.46
H 1.51416 -1.12975 4.98889 0.14 0.28 0.40
H 2.63933 -0.76521 3.63956 -0.11 -0.11 -0.07
H 0.97924 -0.06384 3.66157 -0.08 -0.42 -0.03
C -3.39114 -1.16608 7.72545 1.44 -0.20 0.14
O -3.38676 -1.82770 6.46500 -1.41 -0.05 0.16
C -2.38205 -1.76613 5.61470 0.21 0.28 -0.61
O -1.30767 -1.27473 5.79418 0.45 0.23 0.28
O -2.80278 -2.35221 4.49163 -0.31 -0.17 0.41
C -2.00760 -2.21472 3.32778 0.01 -0.83 -0.93
H -2.35920 -1.08374 8.07584 -0.08 -0.27 0.22
H -3.98971 -1.81962 8.35003 -0.02 0.26 0.27
H -3.74873 -0.13801 7.71384 -0.44 -0.15 -0.48
H -2.42245 -1.42428 2.70640 0.43 0.35 0.27
H -2.15126 -3.12508 2.74023 -0.08 -0.05 0.22
H -0.93981 -2.15475 3.52588 -0.13 0.52 0.17
C -0.27918 -3.69232 -2.00147 -0.49 0.75 0.47
O 0.16700 -4.97029 -1.56785 1.17 0.52 0.68
C -0.33470 -6.05954 -2.08134 -0.91 0.07 -0.96
O -1.36030 -6.13868 -2.71773 0.05 -0.17 0.09
O 0.47983 -7.07282 -1.81480 0.17 -0.35 0.45
C 0.04293 -8.34612 -2.25520 0.13 -0.85 -0.26
H -0.32773 -3.02490 -1.14042 -0.10 -0.39 0.28
H -1.27816 -3.76742 -2.42438 0.17 0.05 -0.38
H 0.46047 -3.20019 -2.63320 -0.09 -0.49 -0.52
H -0.14804 -8.36205 -3.32604 -0.09 0.18 -0.02
H -0.82912 -8.73928 -1.73333 -0.21 0.49 0.09
H 0.84357 -9.05295 -2.04561 0.22 0.26 0.02
C 3.77967 -3.55403 -1.97713 0.50 1.49 0.34
O 3.52697 -4.12095 -3.24429 -0.34 -1.42 -0.19
C 3.18446 -3.30124 -4.21914 0.64 0.56 0.53
O 3.13651 -2.10982 -4.10659 -0.28 0.68 -0.16
O 2.97675 -3.99584 -5.32770 0.31 -0.54 -0.16
C 2.66110 -3.25951 -6.48594 -1.30 0.40 -1.01
H 4.09935 -4.31982 -1.28021 -0.16 -0.23 -0.22
H 2.93707 -2.99679 -1.57249 -0.28 -0.42 -0.16
H 4.55845 -2.79039 -2.08383 0.14 -0.23 0.08
H 1.94385 -3.86898 -7.03864 0.05 -0.06 0.06
H 3.47442 -3.04856 -7.18160 0.52 -0.21 0.54
H 2.15969 -2.31683 -6.26518 0.13 -0.04 0.29
C -1.80359 4.92160 -0.22447 -0.01 0.99 -0.58
O -1.10172 4.56582 0.96132 0.03 -0.53 -0.89
C -1.11986 5.41274 1.96574 0.73 -0.03 1.32
O -1.83075 6.35662 2.17578 -0.15 0.26 -0.63
O -0.16862 4.98280 2.81558 0.09 -0.74 -0.09
C 0.29292 5.84972 3.83200 -0.13 0.32 0.50
H -1.69624 4.16184 -0.99235 -0.17 -0.62 0.62
H -1.33171 5.79153 -0.69239 -0.05 0.23 0.38
H -2.83884 5.16820 -0.00625 -0.07 -0.19 -0.07
H 0.96050 5.30853 4.50162 0.23 -0.32 -0.54
H -0.48923 6.18353 4.51814 -0.26 0.32 -0.53
H 0.81677 6.66465 3.33324 -0.06 0.26 0.42
C 10.69757 -1.29524 1.45417 0.27 -1.97 0.95
O 9.32982 -1.17161 1.12100 -0.07 1.43 -0.54
C 8.52483 -2.21281 1.28958 0.68 -1.59 0.22
O 8.88189 -3.33397 1.56987 0.15 0.18 0.21
O 7.30043 -1.84288 1.06297 -1.06 1.54 -0.77
C 6.19900 -2.68089 1.38952 0.02 -0.93 0.43
H 11.05227 -2.28907 1.16467 0.06 0.17 -0.38
H 10.78450 -1.34243 2.54304 0.09 0.51 0.01
H 11.33678 -0.53321 1.02704 -0.53 0.33 -0.18
H 5.28481 -2.38248 0.88439 0.30 0.59 -0.14
H 6.05125 -2.59917 2.46564 -0.14 -0.21 0.00
H 6.40228 -3.71323 1.10621 0.17 -0.01 0.17
C -0.31906 -0.60248 -7.88795 -1.00 0.46 0.03
O -0.33993 -0.88405 -6.49458 0.82 0.14 -0.21
C -1.50913 -0.78553 -5.86322 0.44 -0.92 0.17
O -2.57647 -0.65478 -6.39586 0.09 -0.51 -0.05
O -1.24138 -0.96404 -4.57295 -0.62 0.36 -0.06
C -2.31561 -0.66471 -3.67043 -0.20 0.02 0.66
H -1.00182 -1.26351 -8.42150 0.30 -0.27 -0.09
H 0.70926 -0.64831 -8.22521 0.03 -0.26 0.05
H -0.71024 0.40326 -8.05994 0.19 0.01 0.01
H -2.18220 0.32801 -3.23936 0.20 -0.12 -0.17
H -2.28573 -1.38130 -2.85515 0.24 -0.18 -0.13
H -3.30531 -0.71464 -4.11785 0.20 -0.14 -0.37
```
Positions in Å, forces in eV/Å.

Output
Total charge: -1
Calculated total energy, a.u.: -5495.4107
E_HOMO, eV: -6.32
LUMO energy, eV: 2.035

These are the Mulliken partial charges, in e, on atoms 1 to 99: -0.641 0.862 -0.685 1.146 -0.605 0.071 -0.523 -0.209 0.704 -0.540 0.450 -0.705 -0.473 0.050 0.648 -0.234 -0.661 -0.949 -0.422 -0.700 0.547 0.431 0.483 0.412 0.461 -0.400 0.342 -0.341 -0.206 -0.707 -0.664 -0.210 0.434 0.365 0.375 0.712 0.302 -0.306 0.242 -0.487 -0.566 -0.199 -0.512 -0.369 0.448 0.674 0.415 0.346 0.380 -0.464 0.284 -0.529 -0.867 0.274 0.024 0.369 0.191 0.312 0.421 -0.773 0.527 -0.625 -0.387 0.110 0.403 0.259 -0.211 0.602 0.069 -0.333 0.365 -0.661 0.128 -0.055 0.106 0.471 0.418 0.215 -0.560 -0.756 -0.352 0.864 -0.525 -0.380 -0.220 0.376 0.254 0.263 -0.123 0.242 0.304 -0.315 -0.079 0.717 -0.594 -0.319 -0.718 -0.147 0.523

2.
Density functional theory data (wB97M-V/def2-TZVPD) for a structure of composition C3H6NO2S at a distorted geometry.

```
13
Properties=species:S:1:pos:R:3:forces:R:3
C -0.06534 0.47276 -0.78707 -2.43 0.26 -2.68
C 0.95085 0.84758 0.26701 0.02 -0.69 -0.29
C -1.91964 -0.65462 0.34975 -0.88 -2.28 3.14
N -0.80472 -0.76399 -0.33553 -0.45 1.57 -0.14
O -0.08344 -1.91497 -0.35569 1.25 -0.04 0.46
O -2.76028 0.12957 0.72030 1.33 -0.42 -1.41
S 2.22857 -0.45352 0.46709 0.11 0.06 0.07
H -0.85461 1.30868 -1.09656 1.23 -1.50 1.53
H 0.24532 0.23843 -1.87397 0.57 0.02 1.96
H 1.36923 1.81001 0.01853 0.35 0.36 0.02
H 0.43940 0.89392 1.22700 -0.21 0.40 -0.08
H -2.00281 -2.37391 1.35330 0.09 2.31 -1.65
H 0.96801 -1.56955 0.20744 -0.99 -0.05 -0.92
```
Positions in Å, forces in eV/Å.

Output
Total charge: -1
Calculated total energy, a.u.: -721.2001
Relative energy (zero: lowest compared OMol25 entry of this formula, charge and spin), kcal/mol: 130.82
E_HOMO, eV: -3.92
LUMO energy, eV: 3.817

Let us look at the Mulliken charges, expressed in e, one per atom: -0.623 -0.426 -0.128 0.194 -0.478 -0.392 -0.596 0.296 0.210 0.286 0.235 0.083 0.339

3.
Density functional theory data (wB97M-V/def2-TZVPD) for the molecule C3H8N2O2 at a distorted geometry.

```
15
Properties=species:S:1:pos:R:3:forces:R:3
N 1.78120 1.08921 0.23198 0.17 0.31 -0.58
C 0.63979 0.97709 -0.64886 0.47 0.25 -0.17
O 0.02043 1.95025 -0.98957 0.14 -0.74 -0.23
N 0.41116 -0.37042 -0.91521 0.24 0.01 -0.30
C -0.84865 -1.03458 -0.59677 0.11 -0.01 -0.19
C -1.44568 -0.54655 0.75784 0.43 -0.21 -0.16
O -0.68784 0.54777 1.30497 1.55 -0.08 0.26
H 2.15932 2.02849 0.25332 -0.19 0.06 -0.03
H 2.52457 0.43136 0.02218 -0.12 0.01 0.20
H 1.20068 -0.94527 -0.66592 -0.09 0.10 0.11
H -0.60159 -2.09717 -0.50594 -0.11 0.14 -0.22
H -1.53081 -0.92554 -1.44438 -0.10 0.09 0.29
H -1.51778 -1.40446 1.45732 0.48 0.38 -0.10
H -2.53128 -0.34598 0.54416 1.07 0.92 0.52
H 0.42646 0.64582 1.19488 -4.05 -1.22 0.61
```
Positions in Å, forces in eV/Å.

Output
Total charge: 0
SMILES: NC(=O)NCCO
Calculated total energy, a.u.: -379.0638
Relative energy (zero: lowest compared OMol25 entry of this formula, charge and spin), kcal/mol: 48.46
E_HOMO, eV: -9.51
LUMO energy, eV: 0.539

Let us look at the Mulliken charges, expressed in e, one per atom: -0.506 0.513 -0.556 -0.360 -0.579 -0.153 -0.635 0.226 0.218 0.256 0.324 0.269 0.225 0.275 0.482

4.
Density functional theory data (wB97M-V/def2-TZVPD) for a structure of composition C28H48GeN3OPdSi3 at a distorted geometry.

```
85
Properties=species:S:1:pos:R:3:forces:R:3
Pd 11.45484 9.70971 9.41029 0.41 3.43 -2.63
C 13.53718 9.41050 7.17343 -0.44 0.45 -0.11
C 14.06899 9.18954 8.56197 2.26 -0.39 -0.64
C 15.45539 9.02908 8.76431 -0.03 0.36 -0.29
C 15.91064 8.90288 10.06148 0.99 -0.48 0.50
C 15.05048 8.76724 11.14908 -1.68 0.41 -0.03
C 13.67423 8.95314 10.91316 2.86 -0.75 -0.98
N 13.29560 9.16168 9.62234 0.45 -0.85 0.49
C 12.59313 8.83095 11.86671 -1.10 -0.22 0.03
C 12.65556 8.52407 13.22390 -1.08 0.44 -1.15
C 11.42938 8.53674 13.89244 0.18 -0.82 1.19
C 10.20089 8.76905 13.29785 0.31 0.00 -1.67
C 10.23557 8.98606 11.88912 0.90 -0.28 1.67
N 11.39906 9.00303 11.23394 0.94 -0.34 4.47
C 9.15345 9.18279 10.96046 -2.00 -0.25 0.10
C 7.79653 9.06922 11.22600 -0.09 -0.33 1.40
C 6.89822 9.16705 10.17037 -0.97 0.50 -0.54
C 7.38697 9.34470 8.88026 -0.42 0.45 -0.02
C 8.76598 9.48483 8.66709 -1.99 -0.63 -0.31
C 9.24463 9.66591 7.26102 -0.04 0.22 0.07
N 9.58079 9.40823 9.71191 -2.17 -0.86 -1.28
H 13.10102 10.43532 7.06828 0.53 -0.60 0.18
H 12.71315 8.72394 6.90736 0.49 -0.03 0.15
H 14.37597 9.31237 6.46315 -0.59 0.03 0.19
H 16.16483 9.02315 7.91632 -0.59 0.12 0.61
H 16.98467 8.84818 10.28252 -0.44 -0.10 -0.35
H 15.39694 8.50334 12.14371 0.13 0.28 -0.18
H 13.56524 8.26182 13.72668 0.27 0.08 0.13
H 11.45725 8.22978 14.94296 -0.15 0.37 -0.27
H 9.26859 8.70590 13.85679 0.29 0.12 -0.18
H 7.42480 8.85743 12.26609 0.52 0.36 -1.22
H 5.78875 9.18402 10.32772 1.26 -0.32 -0.01
H 6.69117 9.44942 8.02923 0.51 -0.17 0.56
H 9.04448 10.69672 6.95204 0.08 -0.04 0.01
H 8.69332 9.01046 6.56732 0.33 0.14 0.36
H 10.31624 9.49014 7.18337 0.11 -0.09 -0.22
C 13.00741 15.13959 11.31031 -0.71 0.36 0.44
Si 13.04795 13.24588 11.10437 0.71 0.76 0.87
C 12.50006 12.47649 12.73424 0.31 -0.32 0.62
C 14.88121 12.93043 10.85592 0.19 -1.01 0.30
Ge 11.57943 12.44178 9.39824 0.92 0.56 -0.02
Si 12.37098 13.39628 7.36610 0.46 0.93 -1.11
C 14.23638 13.22436 7.24132 0.46 -1.05 -0.44
C 11.46725 12.51477 5.99574 -0.71 -0.73 -0.96
C 12.18068 15.26620 6.96800 -1.05 -0.47 1.38
Si 9.56949 13.54093 9.74893 -1.94 0.21 0.86
C 8.68323 13.07765 11.31584 -0.07 0.33 1.55
C 8.23990 13.16824 8.54016 -1.04 -1.17 -1.37
C 9.50958 15.39496 9.84493 0.22 0.49 0.08
H 14.03349 15.57061 11.39045 -0.73 -0.42 -0.20
H 12.49357 15.32261 12.29133 0.40 -0.01 -0.79
H 12.42442 15.69748 10.55471 0.42 -0.18 0.28
H 13.26028 11.70186 13.03742 -0.76 0.73 -0.02
H 11.52745 11.99330 12.63540 -0.05 -0.22 -0.03
H 12.35166 13.23050 13.54657 0.47 -0.58 -0.57
H 15.40755 13.19630 11.79594 -0.31 0.03 -0.45
H 15.31115 13.49510 10.03837 0.03 0.26 -0.11
H 15.12482 11.87343 10.66491 -0.06 0.14 0.04
H 14.65094 12.32615 7.75299 -0.14 0.49 -0.42
H 14.74011 14.09899 7.65804 -0.11 -0.02 0.02
H 14.50400 13.18120 6.15223 -0.12 -0.02 0.86
H 11.74472 11.44473 5.92076 -0.08 0.43 -0.02
H 11.74644 12.97213 5.02355 -0.16 -0.21 0.44
H 10.34116 12.51628 6.03940 1.08 0.27 0.15
H 12.66416 15.87782 7.76433 -0.37 -0.23 -0.71
H 11.08976 15.48334 6.92504 0.71 0.25 -0.01
H 12.62062 15.46321 5.98713 0.07 -0.09 0.15
H 8.52261 12.00492 11.47547 -0.29 0.13 -0.19
H 7.70643 13.65259 11.32848 0.93 -0.83 -0.09
H 9.23343 13.41536 12.22515 -0.27 -0.10 -0.50
H 7.61137 12.26841 8.79332 0.56 0.86 -0.07
H 8.54755 13.02404 7.50021 0.06 0.08 -0.04
H 7.59645 14.06065 8.52289 -0.03 -0.43 0.10
H 9.44572 15.65984 10.91629 -0.09 0.12 -0.56
H 8.64214 15.77782 9.25795 0.57 -0.29 0.65
H 10.38958 15.85454 9.44038 0.48 0.56 -0.20
C 11.05206 6.01168 6.97146 0.16 -0.66 0.13
C 11.89618 5.39826 8.09451 0.12 -0.57 0.34
O 11.45446 5.97045 9.35849 0.44 -0.15 -0.06
H 11.56364 5.83262 5.99903 -0.46 0.34 0.60
H 10.85771 7.07852 7.16211 0.30 -0.23 -0.20
H 10.07580 5.50378 6.95169 0.28 0.25 -0.10
H 12.98397 5.56628 7.95086 -0.52 0.19 0.06
H 11.76741 4.28256 8.10106 -0.01 0.94 0.05
H 11.92775 5.56352 10.11015 -0.30 0.04 -0.77
```
Positions in Å, forces in eV/Å.

Output
Total charge: +2
Calculated total energy, a.u.: -4407.9528
Relative energy (zero: lowest compared OMol25 entry of this formula, charge and spin), kcal/mol: 20.98
E_HOMO (spin up / spin down), eV: -12.95 / -13.65
LUMO energy (spin up / spin down), eV: -6.621 / -8.959
2S+1: 4
<S²>: 3.760

Let us look at the Mulliken charges, expressed in e, one per atom: 0.036 -0.901 0.900 -0.821 -0.866 -0.711 0.398 1.085 0.053 -0.970 -0.770 -1.145 0.172 0.746 0.159 -0.404 -0.753 -0.715 0.837 -1.100 0.771 -0.269 0.016 0.559 0.492 0.435 0.546 0.603 0.485 0.547 0.416 0.409 0.488 0.101 0.506 0.007 -1.188 0.652 -0.873 -1.016 0.094 0.492 -1.076 -0.934 -1.125 0.675 -1.066 -1.081 -1.175 0.398 0.370 0.236 0.229 0.040 0.507 0.414 0.350 0.065 0.165 0.369 0.425 0.252 0.454 0.225 0.294 0.274 0.401 0.182 0.338 0.336 0.196 0.250 0.483 0.386 0.379 0.244 -0.637 -0.287 -0.473 0.338 -0.173 0.372 0.270 0.347 0.259